Molecular formula: C7H12N4S2
Method: DFT, ωB97M-V/def2-TZVPD

Each line ends with the natural charge from an NBO analysis.
Positions of all 25 atoms, in Å:
C -3.024 0.716 -0.046  0.416
C -0.774 0.492 -0.149  0.281
C 1.930 0.966 -0.085  0.284
C -4.414 0.115 0.218  -0.662
C -2.089 -1.525 0.387  -0.421
C 2.921 -1.225 -0.416  -0.391
C 4.241 0.974 -0.068  -0.407
N -2.835 1.933 -0.351  -0.613
N 0.321 -0.110 -0.220  -0.609
N -1.933 -0.175 -0.010  -0.453
N 3.018 0.240 -0.159  -0.444
S 1.647 2.544 0.206  -0.099
S -1.201 2.266 -0.545  0.433
H -5.129 0.784 0.612  0.243
H -4.318 -0.694 1.033  0.220
H -4.751 -0.260 -0.735  0.230
H -2.356 -1.492 1.540  0.199
H -2.950 -1.780 -0.306  0.222
H -1.134 -2.172 0.290  0.256
H 2.021 -1.598 -0.021  0.257
H 3.140 -1.443 -1.446  0.209
H 3.744 -1.674 0.224  0.193
H 4.607 0.702 0.992  0.203
H 5.062 0.415 -0.692  0.204
H 4.256 2.002 -0.253  0.248

Atoms 1-2, force components in eV/Å:
C -1.50 -0.92 0.26
C 1.52 2.09 -1.23

Output
Lowest unoccupied orbital energy: 0.7 eV
HOMO-LUMO gap: 8.33 eV
Molar mass: 216.3 g mol⁻¹

---

Molecular formula: C28H51AsClN5O3PSr
Method: DFT, ωB97M-V/def2-TZVPD

Each line ends with the Löwdin charge.
Positions of all 91 atoms, in Å:
Sr 0.142 0.209 -0.271  1.449
N 2.504 0.300 1.473  -0.014
C 3.736 0.756 0.831  -0.268
C 3.713 0.463 -0.671  -0.101
C 2.318 0.819 -1.205  -0.817
O 1.762 1.823 -0.713  -0.170
O 1.755 0.033 -2.007  -0.156
H 2.503 0.548 2.453  0.072
H 2.354 -0.706 1.387  0.016
H 4.639 0.304 1.270  0.097
H 3.786 1.837 0.969  0.110
H 3.901 -0.592 -0.874  0.108
H 4.463 1.070 -1.182  0.113
N 0.654 -2.024 0.571  -0.367
P 0.535 -2.691 1.921  0.540
N 2.033 -3.044 2.689  -0.234
C 2.233 -3.375 4.078  -0.227
C 3.252 -2.409 4.707  -0.168
C 4.281 -1.957 3.656  -0.202
C 4.502 -3.034 2.596  -0.178
C 3.184 -3.374 1.868  -0.230
N -0.288 -1.968 3.238  -0.194
C -1.210 -2.644 4.141  -0.242
C -1.341 -1.834 5.428  -0.185
C -2.062 -0.506 5.133  -0.194
C -1.778 -0.055 3.691  -0.172
C -0.386 -0.511 3.272  -0.226
N -0.226 -4.252 2.040  -0.211
C 0.566 -5.469 1.976  -0.235
C -0.341 -6.677 2.192  -0.183
C -1.326 -6.822 1.018  -0.198
C -1.603 -5.453 0.378  -0.198
C -1.548 -4.357 1.438  -0.243
H 2.617 -4.406 4.174  0.109
H 1.283 -3.323 4.605  0.092
H 3.753 -2.901 5.547  0.100
H 2.728 -1.532 5.096  0.099
H 5.229 -1.708 4.138  0.103
H 3.910 -1.060 3.161  0.074
H 4.903 -3.932 3.076  0.102
H 5.245 -2.696 1.871  0.101
H 3.203 -4.447 1.608  0.099
H 3.086 -2.824 0.930  0.088
H -0.844 -3.650 4.341  0.098
H -2.214 -2.748 3.699  0.108
H -0.337 -1.639 5.816  0.103
H -1.883 -2.412 6.180  0.103
H -1.728 0.260 5.837  0.102
H -3.139 -0.626 5.275  0.101
H -1.857 1.029 3.597  0.114
H -2.500 -0.488 2.995  0.104
H 0.352 -0.082 3.970  0.117
H -0.167 -0.118 2.285  0.047
H 1.327 -5.441 2.755  0.090
H 1.089 -5.592 1.012  0.117
H -0.884 -6.538 3.130  0.108
H 0.267 -7.579 2.294  0.103
H -2.259 -7.268 1.371  0.100
H -0.910 -7.496 0.264  0.101
H -2.577 -5.458 -0.119  0.102
H -0.846 -5.239 -0.379  0.104
H -2.309 -4.578 2.206  0.110
H -1.800 -3.385 1.005  0.070
C -1.517 -2.675 -1.648  -0.210
As -2.601 -1.251 -0.917  0.964
C -3.100 -0.330 -2.557  -0.215
C -4.246 -2.048 -0.262  -0.192
O -1.860 -0.446 0.284  -0.715
H -2.073 -3.611 -1.671  0.025
H -0.635 -2.772 -1.000  -0.013
H -1.204 -2.411 -2.659  0.042
H -3.522 -1.088 -3.219  0.037
H -2.196 0.083 -3.004  0.040
H -3.822 0.464 -2.396  0.010
H -4.717 -2.654 -1.036  0.035
H -4.918 -1.253 0.053  0.022
H -4.003 -2.668 0.600  0.025
Cl -4.368 1.912 0.109  0.636
C -3.152 2.937 0.840  -0.611
C -3.540 3.597 1.991  -0.175
C -2.675 4.475 2.627  -0.158
C -1.408 4.665 2.076  -0.137
C -1.026 4.006 0.931  -0.074
C -1.868 3.089 0.233  -0.368
C -1.401 2.450 -0.950  -0.190
H -4.540 3.435 2.375  0.084
H -2.989 5.006 3.517  0.075
H -0.714 5.346 2.557  0.087
H -0.028 4.144 0.531  0.104
H -0.656 3.019 -1.501  0.030
H -2.186 2.057 -1.592  -0.021

Atoms 1-2, force components in eV/Å:
Sr 0.56 0.76 0.82
N 0.06 -0.17 0.04

Output
Lowest unoccupied orbital energy: 2.4 eV
Charge: -1
HOMO-LUMO gap: 5.24 eV
Molar mass: 734.7 g mol⁻¹

---

Molecular formula: C4H3BrClNS
Method: DFT, ωB97M-V/def2-TZVPD

Each line ends with the natural charge from an NBO analysis.
Positions of all 11 atoms, in Å:
C 0.228 -1.983 -0.484  -0.227
C -0.857 -0.050 0.418  0.333
C 1.887 0.018 0.199  -0.448
C -1.382 1.232 0.468  -0.448
N -0.542 -1.080 -0.099  -0.247
S 1.985 -1.461 -0.688  0.361
Cl -2.099 2.033 -1.146  -0.217
Br 3.595 0.697 0.568  0.102
H 0.062 -2.917 -0.788  0.214
H -0.601 2.032 0.511  0.303
H -2.277 1.481 1.040  0.272

Atoms 1-2, force components in eV/Å:
C 3.40 2.80 -0.28
C 0.45 -0.58 0.59

Output
Lowest unoccupied orbital energy (alpha / beta): -0.8 / -0.8 eV
HOMO-LUMO gap (alpha / beta): 7.28 / 7.28 eV
Molar mass: 212.5 g mol⁻¹

---

Molecular formula: C2H6N2
Method: DFT, ωB97M-V/def2-TZVPD

Each line ends with the natural charge from an NBO analysis.
Positions of all 10 atoms, in Å:
C 0.913 -0.515 1.375  -0.402
C -0.856 0.581 -1.469  -0.203
H 0.543 -1.130 2.199  0.200
H 1.420 0.365 1.796  0.179
H 1.694 -1.064 0.778  0.200
H -1.091 -0.355 0.831  0.353
H -1.938 0.512 -1.220  0.150
H -0.512 0.943 -2.457  0.187
N -0.167 -0.190 0.527  -0.457
N 0.101 0.238 -0.721  -0.208

Atoms 1-2, force components in eV/Å:
C 1.57 -0.50 -0.09
C -0.25 0.35 -1.46

Output
Lowest unoccupied orbital energy: 1.2 eV
HOMO-LUMO gap: 9.50 eV
Molar mass: 58.1 g mol⁻¹

---

Molecular formula: C5H11NO
Method: DFT, ωB97M-V/def2-TZVPD

Each line ends with the natural charge from an NBO analysis.
Positions of all 18 atoms, in Å:
C -0.412 2.074 0.569  0.531
N -0.796 0.910 -0.035  -0.625
C 0.011 -2.676 0.492  -0.625
C -0.681 -1.646 -0.404  -0.395
C 0.141 -0.167 -0.158  -0.037
C 1.067 -0.060 -1.416  -0.629
O 0.600 2.178 1.210  -0.599
H -1.303 2.715 0.577  0.104
H -1.579 0.972 -0.657  0.392
H -0.743 -3.426 0.796  0.214
H 0.755 -3.276 -0.047  0.209
H 0.511 -2.191 1.366  0.212
H -0.770 -1.895 -1.467  0.205
H -1.752 -1.486 -0.035  0.196
H 0.813 -0.297 0.682  0.222
H 1.571 0.917 -1.500  0.215
H 0.618 -0.278 -2.390  0.201
H 1.894 -0.702 -1.258  0.211

Atoms 1-2, force components in eV/Å:
C -1.32 -1.60 0.56
N 0.81 0.40 0.27

Output
Lowest unoccupied orbital energy: 0.9 eV
HOMO-LUMO gap: 10.49 eV
Molar mass: 101.1 g mol⁻¹

---

How do the records compare in E_tot? In the order shown, they have -35081.185; -126945.577; -99081.188; -5149.724; -8900.437 eV.
How do the records compare in relative energy (zero: lowest compared OMol25 entry of this formula, charge and spin)? In the order shown, they have 58.7; 47.6; 106.2; 50.6; 29.1 kcal/mol.